No. 1
13
Properties=species:S:1:pos:R:3 method="wB97M-V/def2-TZVPD" orbital_gap_ev="8.710 / 8.709" total_energy_ev=-9716.0232 charge=+1 e_homo_ev="-13.906 / -13.906"
C -1.503 0.584 0.453
C 1.239 -0.854 0.395
C 0.678 0.405 -0.280
N 1.442 2.489 0.738
N 1.076 1.538 0.278
N -2.046 0.602 -0.679
O -1.561 0.661 1.611
H 0.538 -1.703 0.224
H 1.606 -0.820 1.391
H 2.143 -0.876 -0.243
H 0.525 0.381 -1.418
H -1.424 0.480 -1.441
H -3.002 0.811 -0.862

---

No. 2
13
Properties=species:S:1:pos:R:3 method="wB97M-V/def2-TZVPD" smiles="[H]/N=[NH+]/C=C(/C)N=O" orbital_gap_ev="8.323 / 8.320" total_energy_ev=-9713.2289 charge=+1 e_homo_ev="-14.222 / -14.221"
H -2.798 1.491 -0.563
N -2.188 1.084 0.021
N -1.039 1.636 0.071
C 0.001 0.872 0.242
C -0.301 -0.549 0.150
C 0.889 -1.585 -0.023
N -1.484 -0.901 -0.105
O -2.226 -1.753 -0.205
H -0.953 2.659 0.280
H 0.955 1.268 0.683
H 0.955 -2.322 -0.850
H 0.925 -2.231 0.867
H 1.842 -0.984 -0.149

---

No. 3
13
Properties=species:S:1:pos:R:3 method="wB97M-V/def2-TZVPD" orbital_gap_ev=7.179 total_energy_ev=-9714.2652 charge=+1 e_homo_ev=-15.100
C -0.725 0.932 0.910
C -1.631 -1.416 1.333
C 0.733 0.671 -0.922
N 0.124 1.497 0.145
N -0.984 -0.394 0.752
N 0.599 -0.713 -0.517
O -1.489 -2.594 1.106
H -1.440 1.514 1.487
H -2.410 -1.198 2.046
H -0.057 0.864 -1.666
H 1.693 1.031 -1.332
H 0.260 -1.382 -1.084
H 1.402 -1.213 0.100

---

No. 4
13
Properties=species:S:1:pos:R:3 method="wB97M-V/def2-TZVPD" spin_multiplicity=3 s2=2.011 orbital_gap_ev="7.717 / 8.032" total_energy_ev=-9713.9074 charge=+1 e_homo_ev="-11.870 / -15.616"
C 1.135 1.182 -0.126
C -0.260 0.835 -0.157
C 1.777 -0.986 0.121
N 1.983 0.223 -0.200
N -0.520 -0.451 -0.267
N -1.683 -0.988 0.057
O -1.207 1.750 0.001
H 1.441 2.242 -0.016
H 2.340 -1.763 -0.498
H 1.347 -1.134 1.149
H -2.058 1.280 -0.179
H -1.811 -1.902 -0.260
H -2.484 -0.289 0.376

---

No. 5
14
Properties=species:S:1:pos:R:3 method="wB97M-V/def2-TZVPD" orbital_gap_ev=9.959 total_energy_ev=-11759.7626 charge=+1 e_homo_ev=-13.653
C 0.949 1.009 0.669
C 0.296 -1.922 -1.352
C 0.020 0.629 -0.159
N 0.958 -2.812 -1.035
N -1.099 0.614 -0.714
N 0.952 0.942 1.969
O -1.685 -0.473 -1.128
O -1.856 1.799 -0.731
H 1.882 1.447 0.199
H -0.928 -1.210 -1.313
H 1.469 -3.573 -0.701
H -0.042 0.745 2.476
H -2.786 1.733 -0.678
H 1.868 1.071 2.499

---

No. 6
14
Properties=species:S:1:pos:R:3 method="wB97M-V/def2-TZVPD" smiles="O=[N+]([O-])C1=[NH+]CCN1" orbital_gap_ev=9.507 total_energy_ev=-11762.4449 charge=+1 e_homo_ev=-15.316
O -1.770 2.301 -0.604
N -0.568 2.162 -0.668
O 0.256 2.902 -1.082
C -0.165 0.784 -0.199
N 1.076 0.260 -0.227
C 1.102 -1.068 0.273
C -0.395 -1.329 0.636
N -1.045 -0.034 0.256
H 1.900 0.489 -0.662
H 1.831 -1.258 0.968
H 1.296 -1.735 -0.713
H -0.908 -2.162 0.283
H -0.552 -1.296 1.674
H -2.058 -0.015 0.064

---

No. 7
13
Properties=species:S:1:pos:R:3 method="wB97M-V/def2-TZVPD" orbital_gap_ev="7.818 / 7.202" total_energy_ev=-16961.3924 charge=0 e_homo_ev="-7.903 / -7.927"
C 0.164 -1.593 -1.156
C -0.595 -1.759 -0.055
C 1.018 -0.424 -1.239
N 0.778 0.613 -0.536
N -0.116 0.842 0.273
N 0.440 2.288 1.764
P -0.944 -0.352 1.224
H 0.058 -2.445 -1.884
H -1.218 -2.545 0.053
H 1.891 -0.170 -1.855
H -0.388 2.852 1.543
H 1.171 2.831 1.298
H -2.260 -0.139 0.571

---

No. 8
13
Properties=species:S:1:pos:R:3 method="wB97M-V/def2-TZVPD" smiles="[H]/N=C/N(C)C=[N+]=S" orbital_gap_ev="6.707 / 6.673" total_energy_ev=-18503.6272 charge=+1 e_homo_ev="-13.565 / -13.564"
H 0.646 2.899 -0.236
N 0.793 1.895 0.037
C -0.263 1.231 0.236
N -0.202 -0.137 0.213
C -1.496 -0.836 0.035
C 0.844 -0.913 -0.048
N 2.126 -0.673 -0.059
S 3.503 -0.066 0.099
H -1.327 1.505 0.372
H -1.295 -1.365 -0.906
H -1.792 -1.561 0.744
H -2.195 -0.087 -0.118
H 0.657 -1.892 -0.370

---

No. 9
13
Properties=species:S:1:pos:R:3 method="wB97M-V/def2-TZVPD" smiles=C[n+]1c[nH][n+]([S-])c1 orbital_gap_ev="7.464 / 7.465" total_energy_ev=-18503.3903 charge=+1 e_homo_ev="-12.344 / -12.345"
C -0.158 0.880 -0.764
N -0.246 -0.070 0.256
C 0.499 -1.138 0.232
N 0.447 -1.833 1.395
N -0.399 -1.263 2.204
S -0.969 -1.774 3.629
C -0.780 0.069 1.408
H 0.673 0.551 -1.537
H -1.101 1.000 -1.230
H 0.165 1.784 -0.331
H 1.084 -1.418 -0.615
H 0.758 -2.795 1.625
H -1.588 0.685 1.725

---

No. 10
13
Properties=species:S:1:pos:R:3 method="wB97M-V/def2-TZVPD" smiles=C[n+]1c[nH][n+]([S-])c1 orbital_gap_ev="7.534 / 7.530" total_energy_ev=-18503.2596 charge=+1 e_homo_ev="-12.374 / -12.372"
C 1.831 0.617 0.127
N 0.446 0.093 0.017
C 0.150 -1.188 -0.300
N -1.179 -1.198 -0.187
N -1.792 0.081 0.115
S -3.362 0.446 0.204
C -0.620 0.824 0.189
H 2.173 0.728 1.212
H 2.324 -0.207 -0.254
H 1.975 1.615 -0.461
H 0.812 -2.027 -0.291
H -1.813 -1.902 -0.558
H -0.946 2.118 0.187

---

No. 11
13
Properties=species:S:1:pos:R:3 method="wB97M-V/def2-TZVPD" orbital_gap_ev=8.648 total_energy_ev=-9164.9644 charge=0 e_homo_ev=-8.104
C 1.260 -1.387 0.222
N -0.325 2.241 0.854
C -0.685 0.457 -0.452
C 0.892 0.029 0.465
N -1.557 -0.414 -0.988
N -0.910 1.669 -0.126
N 1.177 0.949 1.205
H -0.119 3.219 0.640
H -1.241 -1.314 -1.306
H -2.546 -0.214 -0.983
H 1.403 -1.555 -0.846
H 0.467 -2.052 0.567
H 2.183 -1.627 0.747

---

No. 12
13
Properties=species:S:1:pos:R:3 method="wB97M-V/def2-TZVPD" orbital_gap_ev=9.296 total_energy_ev=-9165.0157 charge=0 e_homo_ev=-9.138
H -2.648 0.569 -0.960
N -3.024 -0.248 -0.369
N -2.122 -0.614 0.325
N -0.931 0.330 0.198
C 0.337 0.305 0.289
C 1.132 1.576 0.365
N 1.093 -0.863 0.362
C 0.804 -1.908 -0.285
H 1.672 1.727 -0.570
H 1.867 1.499 1.163
H 0.480 2.427 0.543
H 1.396 -2.798 -0.110
H -0.057 -2.001 -0.952

---

No. 13
13
Properties=species:S:1:pos:R:3 method="wB97M-V/def2-TZVPD" orbital_gap_ev="7.940 / 7.566" total_energy_ev=-9161.6188 charge=0 e_homo_ev="-8.328 / -7.747"
C -2.421 0.883 0.728
C 1.360 -1.890 -0.599
C -1.103 0.875 1.058
N -0.164 1.258 0.190
N 1.869 1.058 -0.849
N 0.407 -1.335 -0.082
N 0.815 0.784 -0.318
H -3.203 0.426 1.323
H -2.776 1.442 -0.133
H 1.422 -2.882 -0.913
H 2.115 -1.156 -1.112
H -0.692 0.241 1.915
H 2.371 0.296 -1.208

---

No. 14
14
Properties=species:S:1:pos:R:3 method="wB97M-V/def2-TZVPD" smiles="NNC1=NCC=NO1" orbital_gap_ev=9.611 total_energy_ev=-11212.8945 charge=0 e_homo_ev=-8.793
N -2.506 -0.009 -1.311
N -1.161 -0.249 -1.496
C -0.220 -0.085 -0.499
N 1.057 -0.074 -0.769
C 1.895 -0.087 0.430
C 1.269 0.337 1.660
N -0.015 0.297 1.841
O -0.803 -0.062 0.709
H -2.601 1.056 -1.110
H -2.866 -0.593 -0.534
H -0.936 -0.329 -2.471
H 2.923 0.379 0.344
H 2.151 -1.166 0.661
H 1.815 0.587 2.543

---

No. 15
14
Properties=species:S:1:pos:R:3 method="wB97M-V/def2-TZVPD" smiles="Cn1nnc(=O)n1C" orbital_gap_ev=9.363 total_energy_ev=-11213.4383 charge=0 e_homo_ev=-9.017
C -0.490 -0.247 -1.841
N 0.356 0.207 -0.671
N 1.621 0.592 -0.960
N 2.301 0.514 0.116
C 1.452 0.148 1.222
O 1.655 0.096 2.378
N 0.249 -0.225 0.578
C -1.052 0.005 1.272
H -0.668 -1.400 -1.669
H -1.444 0.419 -1.966
H 0.219 -0.030 -2.777
H -0.915 -0.287 2.283
H -1.786 -0.749 0.863
H -1.497 0.957 1.172

---

No. 16
14
Properties=species:S:1:pos:R:3 method="wB97M-V/def2-TZVPD" smiles=NCc1[nH]nnc1O orbital_gap_ev=9.660 total_energy_ev=-11213.6685 charge=0 e_homo_ev=-8.921
N -2.531 0.130 0.422
C -1.667 -0.618 -0.428
C -0.185 -0.286 -0.271
N 0.559 -1.326 -0.056
N 1.883 -1.043 0.224
N 1.894 0.284 0.164
C 0.722 0.708 -0.135
O 0.227 1.978 -0.059
H -2.525 -0.272 1.380
H -2.322 1.145 0.339
H -2.223 -0.426 -1.358
H -1.868 -1.631 -0.065
H 0.196 -2.354 0.117
H 1.073 2.575 -0.215

---

No. 17
14
Properties=species:S:1:pos:R:3 method="wB97M-V/def2-TZVPD" smiles="[H]/N=C1/NNC/C1=N/O" orbital_gap_ev=8.173 total_energy_ev=-11211.0065 charge=0 e_homo_ev=-8.120
H 0.910 -0.033 -2.484
N 0.607 -0.807 -1.893
C 0.214 -0.413 -0.714
N 0.230 -1.618 0.118
N -0.691 -1.242 1.144
C -0.281 0.163 1.476
C 0.130 0.686 0.228
N 0.136 1.908 -0.213
O 0.215 1.921 -1.609
H -0.213 -2.343 -0.388
H -0.722 -1.883 2.072
H 0.269 0.076 2.368
H -1.185 0.639 1.528
H 0.379 2.947 -1.634

---

No. 18
14
Properties=species:S:1:pos:R:3 method="wB97M-V/def2-TZVPD" orbital_gap_ev=9.033 total_energy_ev=-11209.0627 charge=0 e_homo_ev=-8.909
C 2.084 -0.543 0.183
C -0.346 1.798 0.240
C -1.244 0.537 0.320
H 1.991 -0.372 1.310
H 2.946 -0.201 -0.354
H 1.802 -1.500 -0.102
H -0.595 2.791 -0.334
H -2.853 -0.678 0.076
H -1.787 -1.369 -0.988
N 0.778 0.001 -0.248
N 0.797 1.358 -0.329
N -2.396 0.289 -0.021
N -0.295 -0.509 0.358
O -0.880 -1.602 -0.111

---

No. 19
14
Properties=species:S:1:pos:R:3 method="wB97M-V/def2-TZVPD" smiles=Nc1nc(N)c(O)[nH]1 orbital_gap_ev=8.606 total_energy_ev=-11213.1699 charge=0 e_homo_ev=-7.940
N -2.596 0.148 0.136
C -1.267 0.015 -0.059
N -0.452 -1.021 -0.220
C 0.840 -0.567 0.048
N 2.111 -1.132 0.033
C 0.819 0.736 0.035
O 2.060 1.539 -0.027
N -0.463 1.210 0.062
H -3.361 0.243 -0.577
H -3.047 -0.679 0.750
H 1.762 -1.673 -0.717
H 1.943 -1.838 0.762
H 2.724 0.925 0.254
H -1.072 2.095 -0.479